Entry 1:
This record from the OMol25 dataset describes a 3-piece molecular cluster, C12H22BrN4 overall at a distorted geometry. The level of theory is wB97M-V/def2-TZVPD.

Total charge: +1
LUMO energy: -2.199 eV
2S+1: 1
Relative energy (zero: lowest compared OMol25 entry of this formula, charge and spin): 4.43 kcal/mol

Each line ends with the Löwdin charge.
Positions of all 39 atoms, in Å:
C1 -0.40 0.80 -2.05  -0.09
C2 -1.21 1.80 -2.84  -0.16
N1 -2.34 1.16 -3.52  -0.04
C3 -2.22 0.39 -4.67  0.02
C4 -3.48 0.06 -5.03  0.00
N2 -4.34 0.61 -4.12  -0.08
C5 -3.62 1.24 -3.20  -0.01
C6 -5.80 0.49 -4.13  0.03
H1 -0.10 -0.06 -2.67  0.08
H2 -0.97 0.38 -1.23  0.00
H3 0.51 1.26 -1.65  0.07
H4 -0.60 2.33 -3.57  0.13
H5 -1.63 2.56 -2.17  0.13
H6 -1.26 0.27 -5.13  0.14
H7 -3.81 -0.55 -5.85  0.14
H8 -4.03 1.85 -2.42  0.18
H9 -6.13 0.42 -5.16  0.10
H10 -6.23 1.34 -3.61  0.10
H11 -6.10 -0.41 -3.58  0.11
C7 3.67 -2.19 5.83  -0.06
C8 4.21 -1.09 4.92  -0.16
N3 3.36 -0.90 3.73  -0.05
C9 3.27 -1.76 2.66  0.01
C10 2.48 -1.17 1.74  -0.05
N4 2.13 0.06 2.23  -0.08
C11 2.65 0.18 3.45  -0.02
C12 1.21 0.99 1.60  -0.03
H12 3.78 -3.15 5.32  0.08
H13 2.62 -2.03 6.07  0.09
H14 4.31 -2.23 6.71  0.08
H15 5.22 -1.26 4.56  0.13
H16 4.23 -0.14 5.44  0.12
H17 3.78 -2.71 2.61  0.14
H18 2.20 -1.46 0.75  0.09
H19 2.55 1.07 4.05  0.17
H20 0.94 1.80 2.27  0.10
H21 0.29 0.44 1.38  -0.02
H22 1.65 1.40 0.70  0.09
Br1 -0.79 -1.81 0.60  -0.48

Entry 2:
This record from the OMol25 dataset describes C12H22ClCuO6 as an isolated structure at a distorted geometry. The level of theory is wB97M-V/def2-TZVPD.

Expectation value of S²: 0.753
Total charge: -1
LUMO energy (alpha / beta): 2.796 / 2.788 eV
2S+1: 2
Relative energy (zero: lowest compared OMol25 entry of this formula, charge and spin): 0.00 kcal/mol

Each line ends with the Löwdin charge.
Positions of all 42 atoms, in Å:
Cu1 -0.85 -0.55 0.28  0.44
Cl1 -2.79 0.72 1.22  -0.28
C1 0.48 2.68 0.01  -0.11
C2 1.51 1.58 -0.34  -0.48
O1 1.07 0.29 -0.17  -0.33
H1 0.82 3.67 -0.32  0.06
H2 0.30 2.70 1.09  0.04
H3 -0.44 2.47 -0.53  0.05
H4 2.37 1.75 0.33  0.08
H5 1.81 1.78 -1.39  0.07
C3 0.49 -3.14 -0.82  -0.12
C4 -0.72 -3.64 -0.08  -0.45
O2 -1.58 -2.59 0.24  -0.32
H6 1.25 -2.62 -0.23  0.06
H7 0.24 -2.53 -1.68  0.05
H8 1.09 -3.99 -1.22  0.06
H9 -0.44 -4.20 0.84  0.09
H10 -1.27 -4.40 -0.66  0.09
O3 -0.09 -0.82 2.34  0.08
C5 0.11 -0.28 3.38  -0.47
O4 0.00 -0.93 4.55  0.05
C6 0.32 -0.06 5.64  -0.16
C7 1.00 1.17 5.02  -0.16
C8 0.43 1.19 3.61  -0.06
H11 1.00 -0.58 6.31  0.12
H12 -0.62 0.22 6.12  0.12
H13 2.07 0.95 5.01  0.11
H14 0.81 2.04 5.64  0.11
H15 1.13 1.54 2.85  0.11
H16 -0.48 1.79 3.48  0.12
O5 -1.53 -0.07 -1.73  0.07
C9 -1.18 0.02 -2.87  -0.44
O6 -0.90 -1.07 -3.62  0.04
C10 -0.48 -0.73 -4.94  -0.15
C11 -0.70 0.77 -5.04  -0.16
C12 -0.77 1.26 -3.59  -0.06
H17 -1.10 -1.25 -5.67  0.12
H18 0.55 -1.04 -5.15  0.12
H19 -1.63 1.03 -5.56  0.11
H20 0.10 1.28 -5.58  0.11
H21 -1.57 1.98 -3.51  0.13
H22 0.19 1.61 -3.23  0.13

Entry 3:
This record from the OMol25 dataset describes C12H22F6N7O12RbS6 as an isolated structure at a distorted geometry. The level of theory is wB97M-V/def2-TZVPD.

Total charge: 0
LUMO energy: -0.886 eV
2S+1: 1

Each line ends with the Löwdin charge.
Positions of all 66 atoms, in Å:
Rb1 -0.23 0.12 -1.75  1.63
C1 3.80 -1.47 3.54  -0.06
C2 2.94 -0.19 3.45  -0.15
N1 2.59 0.03 2.03  -0.03
C3 1.50 -0.49 1.32  -0.02
C4 1.71 -0.22 -0.04  -0.11
N2 2.86 0.48 -0.18  0.02
C5 3.37 0.71 1.06  0.07
C6 3.36 1.02 -1.44  -0.18
H1 3.45 -2.35 3.01  0.09
H2 3.85 -1.69 4.61  0.08
H3 4.86 -1.28 3.33  0.08
H4 3.51 0.66 3.82  0.13
H5 2.00 -0.21 4.01  0.12
H6 0.81 -1.11 1.88  0.12
H7 1.14 -0.48 -0.92  -0.04
H8 4.31 1.13 1.39  0.16
H9 2.88 1.95 -1.75  0.03
H10 3.22 0.32 -2.27  0.06
H11 4.42 1.27 -1.39  0.15
C7 -3.94 -1.45 -1.38  -0.07
C8 -3.28 -0.09 -1.02  -0.18
N3 -3.10 -0.01 0.42  0.00
C9 -4.12 0.04 1.39  0.07
C10 -3.45 0.13 2.69  0.02
N4 -2.12 0.32 2.49  -0.08
C11 -1.91 0.20 1.11  -0.09
C12 -1.10 0.52 3.49  -0.01
H12 -3.55 -2.28 -0.79  0.04
H13 -3.74 -1.65 -2.43  0.07
H14 -4.98 -1.62 -1.08  0.09
H15 -3.92 0.70 -1.39  0.14
H16 -2.27 -0.07 -1.44  -0.01
H17 -5.16 -0.07 1.10  0.13
H18 -3.84 0.21 3.70  0.13
H19 -0.91 0.20 0.70  0.07
H20 -0.11 0.41 3.04  0.06
H21 -1.17 -0.18 4.32  0.11
H22 -1.18 1.57 3.78  0.10
N5 1.69 0.18 -2.52  -0.68
S1 1.59 -0.64 -3.81  0.49
O1 2.64 -0.65 -4.77  -0.20
O2 0.22 -0.81 -4.28  -0.31
F1 1.90 -2.09 -3.08  -0.19
S2 2.23 1.58 -3.25  0.68
O3 1.54 2.08 -4.47  -0.21
O4 3.63 1.86 -3.12  -0.24
F2 1.58 2.61 -2.17  -0.18
N6 -0.86 1.78 -0.31  -0.51
S3 -1.41 2.90 -1.05  0.39
O5 -0.51 3.79 -1.73  -0.22
O6 -2.74 3.31 -0.69  -0.22
F3 -1.70 1.90 -2.31  -0.34
S4 -0.61 2.67 1.13  0.73
O7 -1.70 2.90 2.09  -0.23
O8 0.45 3.65 1.14  -0.21
F4 0.23 1.41 1.86  -0.31
N7 -0.95 -1.70 -1.10  -0.61
S5 -0.95 -2.78 -0.12  0.47
O9 0.08 -3.81 -0.23  -0.24
O10 -2.19 -3.15 0.52  -0.25
F5 -0.29 -1.89 1.06  -0.26
S6 -1.41 -2.57 -2.43  0.62
O11 -2.68 -3.34 -2.32  -0.26
O12 -0.33 -2.98 -3.27  -0.21
F6 -1.92 -1.28 -3.20  -0.24